Computed, not measured: C41H38AsCl4LuN7O7S3 as an isolated structure in a non-equilibrium geometry, with ωB97M-V/def2-TZVPD.

For the energy above the lowest of the compared OMol25 structures with the same formula, charge and spin, the calculation gives 37.9 kcal per mole. The highest occupied orbital energy is -10.43 eV. Its charge is +1. Its LUMO energy is -0.09113 hartree.

CARTESIAN COORDINATES (ANGSTROEM)
Lu: -0.467273 0.286861 1.037726
As: 0.553394 1.365016 -2.164473
Cl: -0.028570 -1.357677 -1.164873
Cl: -1.164327 -3.946899 3.401066
Cl: -2.790004 -1.514087 3.537334
Cl: -1.746120 -3.034044 -2.817557
S: -6.351003 -3.121953 -2.894393
S: 2.448136 -0.812610 0.748637
S: 1.835925 4.309247 2.854612
O: -2.154165 1.539360 0.270546
O: -0.205783 -1.728125 1.758295
O: -4.449477 5.160232 4.184002
O: -4.606917 4.860756 1.996078
O: 0.303500 1.494699 -0.550753
O: -3.505103 3.307107 0.196914
O: 0.010433 -0.277641 3.398960
N: -1.694741 2.024557 4.123069
N: -2.755374 -1.251127 0.388439
N: -1.711831 1.760906 2.814143
N: 3.948882 -2.863578 1.327392
N: 1.162067 1.990600 2.027039
N: 3.423225 -1.462234 3.127256
N: -6.311425 -4.714087 -0.812118
C: -5.854664 -3.600667 -1.404286
C: -0.349784 -1.369114 2.942767
C: -2.579958 2.618192 2.275699
C: 4.859680 -3.343965 3.413008
C: 2.278819 0.493015 -2.416935
C: -2.985874 -0.326335 -4.785894
C: 4.573550 0.611776 -1.698907
C: -0.304213 3.891197 -3.229377
C: -3.208735 0.078869 -3.479890
C: -0.204662 5.094665 -3.905261
C: -2.532400 3.021405 4.443838
C: -3.855680 -0.704529 -0.141697
C: -0.678321 0.319804 -4.601581
C: 2.161207 1.796644 2.932725
C: 1.027668 5.537940 -4.355403
C: -1.724574 -0.198724 -5.347114
C: 3.265952 1.049834 -1.611569
C: -3.132960 3.452886 3.270510
C: 5.426299 -4.791115 1.419312
C: -4.821911 -2.818483 -0.714145
C: 3.298486 -1.750413 1.830479
C: 4.165665 -2.212994 3.905625
C: -0.351342 -3.016786 -1.720322
C: 3.912564 -0.957819 -3.392935
C: 0.832545 3.119406 -3.007404
C: 2.645110 2.936420 3.489821
C: -2.730301 -2.587111 0.429028
C: 4.738539 -3.654533 2.084960
C: 2.071466 3.574328 -3.445283
C: 0.902098 3.255063 1.874940
C: 4.898115 -0.386018 -2.604327
C: -2.778928 2.512250 0.790676
C: -0.890820 0.661956 -3.271352
C: -4.129762 4.567501 3.185085
C: 2.595650 -0.528141 -3.298342
C: 4.284302 -1.840314 5.338868
C: -2.157923 0.561474 -2.718350
C: -3.716793 -3.402369 -0.096097
C: -4.891335 -1.429273 -0.697879
C: -1.197607 -2.257358 3.856624
C: 2.163850 4.786723 -4.110176
H: 3.567752 -2.410441 5.928310
H: -4.236151 4.318386 1.237426
H: -4.198517 0.010315 -3.053440
H: -3.799922 -0.731132 -5.368518
H: 2.980369 1.831174 -0.910725
H: 0.520737 -3.380076 -2.260316
H: -3.921779 0.372533 -0.134647
H: 1.102035 6.470794 -4.891928
H: -1.866791 -3.030883 0.907984
H: -0.587903 -3.628018 -0.853675
H: 2.963121 2.982668 -3.268037
H: 2.499795 0.793121 3.137294
H: 5.331959 1.043570 -1.062928
H: 4.074459 -0.785884 5.481029
H: -1.262637 3.537853 -2.858160
H: -2.679442 3.382168 5.442522
H: -3.615393 -4.475821 -0.049932
H: 0.182459 3.636641 1.171521
H: -5.752754 -0.927996 -1.114177
H: 3.419523 3.049021 4.219696
H: 1.818087 -0.985907 -3.896732
H: 0.299484 0.470911 -5.043003
H: -0.974768 -2.156557 4.918192
H: 3.833391 -3.039711 0.336405
H: -6.113182 -4.907026 0.155320
H: -1.566822 -0.490801 -6.373566
H: 6.141829 -5.256757 2.089110
H: 5.921189 -0.725549 -2.681489
H: -2.303529 0.890915 -1.695320
H: 5.277400 -2.079833 5.706279
H: 4.170708 -1.736866 -4.096392
H: 4.703392 -5.544732 1.109667
H: -1.087505 5.688171 -4.076055
H: -7.062087 -5.212657 -1.262101
H: -1.102050 1.472191 4.729171
H: 3.127422 5.146921 -4.433216
H: 5.481176 -3.928594 4.067149
H: 5.948477 -4.442680 0.530504

Cartesian forces (eV/Å) of the 3 atoms listed first:
-0.42 2.06 0.98
1.09 0.85 -3.39
0.27 -0.80 -0.55

These are the Löwdin partial charges, in e, on atoms 1 to 99: 1.60 1.20 0.64 0.66 0.69 0.64 0.70 0.76 1.05 -0.23 -0.28 0.11 0.13 -0.63 0.07 -0.07 0.04 0.01 0.01 0.11 -0.13 0.11 0.10 -0.84 -0.87 -0.13 0.03 -0.35 -0.07 -0.08 -0.09 -0.07 -0.06 0.02 -0.12 -0.10 -0.26 -0.07 -0.07 -0.20 -0.03 0.00 -0.26 -0.74 -0.29 -0.84 -0.07 -0.27 -0.38 -0.22 -0.26 -0.08 -0.48 -0.07 -0.56 -0.34 -0.51 -0.10 -0.01 -0.13 -0.02 -0.02 -0.95 -0.07 0.10 0.07 0.10 0.11 0.11 0.04 0.10 0.11 0.06 0.03 0.09 0.06 0.11 0.08 0.11 0.14 0.12 0.08 0.11 0.06 0.10 0.11 0.08 0.14 0.11 0.11 0.09 0.11 0.07 0.09 0.11 0.10 0.11 0.10 0.16

---

Computed, not measured: C41H38AsN2O10P2PbS2 as an isolated structure, with ωB97M-V/def2-TZVPD.

For the energy above the lowest of the compared OMol25 structures with the same formula, charge and spin, the calculation gives 10.6 kcal per mole. The highest occupied orbital energy is -10.94 eV. Its charge is +1. Its LUMO energy is -0.10536 hartree.

CARTESIAN COORDINATES (ANGSTROEM)
Pb: -0.404673 2.501150 1.000771
As: 2.768019 3.498128 2.213911
S: -1.264240 -4.591981 -3.520954
S: 2.782067 0.596944 -0.035084
P: -1.722160 -0.785827 0.225154
P: 0.887535 -1.699869 1.175671
O: 1.231479 2.824285 2.443005
O: -0.829119 6.401631 -4.711469
O: 2.712976 4.252788 0.637191
O: 1.889153 1.694074 -0.169852
O: -2.382960 7.856572 -5.069608
O: -0.308294 4.332974 -0.349868
O: 1.924728 -0.615780 0.661754
O: 3.348293 -0.016863 -1.183768
O: -2.018483 4.373089 1.043886
O: 3.352189 4.479328 3.361404
N: -1.799657 7.052554 -4.371360
N: -0.347924 -1.905885 0.131012
C: -1.449936 4.784616 0.002466
C: 4.001576 0.875367 1.191839
C: -0.173997 -2.808696 -1.041273
C: 6.035944 1.096201 3.025455
C: 6.011144 0.010647 2.166430
C: -4.859724 -3.325281 0.597605
C: 3.415141 -5.473138 1.324068
C: -0.286151 0.343223 -1.955995
C: 5.049402 2.070400 2.961729
C: -2.320370 2.164541 -2.461140
C: -4.494974 -3.084718 -1.769556
C: -2.302564 6.852202 -2.996424
C: 0.483833 0.212776 4.700351
C: 1.893184 -3.163171 1.255930
C: 0.082937 -3.735264 -4.365668
C: -0.104240 1.349241 -2.899021
C: -0.663471 -4.224560 -0.786816
C: -1.200241 -1.513346 4.597191
C: -0.578267 -0.466482 5.273944
C: -1.626409 5.980116 -2.168041
C: -3.275895 6.423878 -0.465642
C: 3.669414 -4.507735 0.357938
C: 0.941716 -0.153529 3.442033
C: -3.106359 -1.878732 -0.215086
C: -5.188136 -3.655088 -0.710612
C: -3.436438 7.534202 -2.590663
C: -1.114449 2.263375 -3.148391
C: 4.993672 -0.098665 1.235840
C: -3.461563 -2.194592 -1.524694
C: -2.503947 1.164234 -1.521091
C: 4.005825 1.984489 2.045304
C: 2.410957 -5.280853 2.262688
C: -3.920820 7.315432 -1.309817
C: 0.301852 -1.179285 2.755922
C: -2.128511 5.763040 -0.892810
C: 1.646214 -4.125760 2.233046
C: -0.440535 -5.131403 -1.994637
C: 2.914980 -3.346943 0.322636
C: -1.485522 0.239563 -1.259042
C: -3.827694 -2.434021 0.843147
C: -0.768930 -1.870443 3.335345
H: -1.726887 -4.196202 -0.540419
H: 0.878680 -2.815420 -1.337215
H: -5.415963 -3.752116 1.421280
H: 4.459288 -4.657657 -0.365491
H: 0.623616 -5.249947 -2.210202
H: -1.262480 -2.668777 2.792211
H: -0.731774 -2.369526 -1.867152
H: -3.648342 6.229039 0.530465
H: 0.528132 -0.348083 -1.764599
H: -0.963859 3.055693 -3.869821
H: 5.072620 2.930636 3.620518
H: 1.766196 0.382662 2.996095
H: 0.953924 1.037835 5.217216
H: -3.113772 2.875982 -2.649683
H: 0.870450 -3.973341 2.972552
H: -3.584727 -2.155375 1.862658
H: 4.969530 -0.922770 0.536103
H: 0.393105 -2.828867 -3.846715
H: 3.120787 -2.588786 -0.424418
H: -2.027158 -2.039566 5.054064
H: -0.834789 -6.122993 -1.773499
H: 3.038685 5.165760 0.707607
H: 6.784369 -0.743808 2.207150
H: -0.296558 -3.458129 -5.347314
H: 2.226185 -6.028328 3.021661
H: -0.930611 -0.180886 6.255841
H: -0.137901 -4.648681 0.072213
H: 4.011146 -6.375375 1.352152
H: -2.931937 -1.748973 -2.356982
H: -0.735511 5.473761 -2.507117
H: 6.834466 1.198359 3.747737
H: -3.440469 1.109799 -0.974795
H: -4.756103 -3.336514 -2.788341
H: -4.806047 7.837331 -0.974752
H: -3.921949 8.213389 -3.275399
H: 0.935886 -4.398725 -4.498708
H: 0.838296 1.422645 -3.424897
H: -5.996104 -4.347200 -0.906284

Cartesian forces (eV/Å) of the 3 atoms listed first:
-0.08 0.08 0.17
-0.05 0.02 0.19
0.01 0.02 0.00

Formally, the Löwdin partial charges of the atoms, in units of the elementary charge, are as follows: 1.55 0.87 0.82 0.66 1.05 0.85 -0.64 0.08 -0.24 -0.35 0.09 -0.15 -0.35 -0.22 -0.10 -0.43 -0.35 -0.33 -0.64 -0.28 -0.25 -0.03 -0.04 -0.07 -0.05 -0.12 -0.06 -0.06 -0.06 -0.13 -0.04 -0.27 -0.40 -0.05 -0.23 -0.05 -0.04 0.06 0.01 -0.05 -0.06 -0.38 -0.06 0.02 -0.05 -0.05 -0.10 -0.13 -0.21 -0.05 -0.04 -0.31 -0.12 -0.06 -0.48 -0.07 -0.45 -0.11 -0.11 0.10 0.11 0.11 0.12 0.08 0.10 0.08 0.12 0.09 0.11 0.10 0.09 0.12 0.12 0.11 0.09 0.11 0.02 0.10 0.12 0.07 0.07 0.12 0.04 0.12 0.12 0.10 0.12 0.11 0.13 0.12 0.12 0.11 0.11 0.12 0.04 0.12 0.11